1.
Entry from OMol25: 16 unconnected molecules or ions with the total composition C3H37NO17 in a non-equilibrium geometry (ωB97M-V with the def2-TZVPD basis set).

HOMO energy: -9.6 eV
Kohn-Sham gap: 0.3524 hartree
Lowest unoccupied orbital energy: -0.0054 eV
Energy above the lowest of the compared OMol25 structures with the same formula, charge and spin: 545.4 kJ/mol
Calculated total energy: -1470.2529 a.u.

```
58
Properties=species:S:1:pos:R:3:mulliken_charge:R:1
O -0.122 -0.169 -0.141 -0.27
C -0.212 -1.334 -0.199 0.51
O 0.810 -2.103 -0.571 -0.53
C -1.307 -2.232 0.434 1.41
C -2.580 -1.519 0.684 -1.42
N -1.448 -3.490 -0.288 -0.52
H 1.475 -1.511 -1.087 0.60
H -0.745 -2.487 1.408 -0.81
H -2.827 -0.826 -0.135 0.28
H -3.326 -2.192 1.015 0.53
H -2.487 -0.633 1.376 0.28
H -2.324 -3.804 -0.284 0.19
H -1.008 -3.422 -1.225 0.21
H 2.688 3.201 1.081 0.31
H 2.442 4.653 0.527 0.26
O 2.530 3.746 0.219 -0.53
H -0.950 1.614 -2.225 0.05
H -0.326 0.524 -1.516 0.14
O -0.302 1.056 -2.335 -0.22
H -0.419 -0.465 3.275 0.24
H -0.527 1.048 3.480 0.24
O -0.254 0.361 2.887 -0.64
H -2.859 2.259 0.210 0.38
H -3.535 3.402 0.950 0.27
O -3.673 2.796 0.274 -0.64
H 4.902 1.859 -1.976 0.31
H 5.048 1.985 -0.486 0.32
O 5.129 1.304 -1.201 -0.68
H 2.189 2.376 -3.129 0.30
H 2.288 3.455 -2.013 0.28
O 2.830 2.983 -2.619 -0.58
H 1.486 -2.186 3.078 0.29
H 1.114 -3.547 3.771 0.30
O 0.933 -2.571 3.798 -0.58
H 0.330 -5.263 1.682 0.24
H 0.299 -3.736 1.226 0.37
O 0.664 -4.401 1.855 -0.67
H -0.143 -0.915 -3.928 0.33
H 0.052 0.501 -4.178 0.28
O -0.298 -0.240 -4.584 -0.67
H -2.731 -2.450 -3.189 0.22
H -2.090 -1.120 -3.186 0.32
O -2.091 -2.020 -2.714 -0.50
H -1.403 2.570 1.949 0.21
H -0.743 1.291 1.427 0.35
O -1.148 2.149 1.155 -0.63
H 1.929 -0.059 -2.303 0.27
H 3.152 0.089 -1.505 0.34
O 2.580 -0.588 -1.852 -0.66
H -1.283 -2.012 4.973 0.24
H -1.379 -2.470 3.553 0.24
O -1.467 -1.733 4.127 -0.61
H 1.311 0.954 2.271 0.31
H 2.487 1.325 1.063 0.32
O 1.777 1.615 1.628 -0.61
H -1.022 4.628 -2.285 0.26
H -1.836 3.736 -1.706 0.29
O -1.576 4.019 -2.518 -0.53
```

2.
Entry from OMol25: 15 unconnected molecules or ions with the total composition C3H39N2O14 in a non-equilibrium geometry (ωB97M-V with the def2-TZVPD basis set).

HOMO energy: -13.2 eV
Kohn-Sham gap: 0.3865 hartree
Lowest unoccupied orbital energy: -2.6795 eV
Total charge: +1
Energy above the lowest of the compared OMol25 structures with the same formula, charge and spin: 192.9 kJ/mol
Calculated total energy: -1300.1810 a.u.

```
58
Properties=species:S:1:pos:R:3:mulliken_charge:R:1
C 1.477 1.019 -2.074 -0.08
N 2.379 0.609 -0.893 -0.61
C 0.396 -0.078 -2.092 -0.32
N 0.916 -1.325 -1.363 0.42
C 0.505 -2.587 -2.199 -0.85
H 1.095 2.055 -1.704 0.01
H 1.797 1.159 -3.012 0.31
H 2.946 1.400 -0.502 0.28
H 3.069 -0.001 -1.232 0.11
H -0.541 0.125 -1.634 0.11
H 0.031 -0.362 -3.125 0.40
H 0.757 -1.211 -0.295 0.15
H 1.974 -1.386 -1.286 0.26
H 0.842 -3.476 -1.598 0.41
H -0.664 -2.713 -2.174 0.21
H 1.043 -2.538 -3.185 0.36
H 1.887 4.385 1.337 0.35
H 1.772 2.984 1.873 0.27
O 2.386 3.727 1.813 -0.58
H -1.244 2.923 -4.165 0.35
H -0.701 2.346 -2.831 0.22
O -1.363 2.111 -3.470 -0.69
H 0.645 -3.773 0.632 0.20
H -0.267 -4.893 1.060 0.30
O 0.059 -4.444 0.358 -0.60
H -2.285 3.961 -0.012 0.38
H -2.261 2.641 -0.620 0.41
O -2.083 3.623 -0.939 -0.75
H -2.738 -1.540 0.567 0.28
H -2.724 -0.210 -0.227 0.22
O -2.219 -1.003 -0.032 -0.47
H 1.531 0.995 3.641 0.34
H 1.638 1.262 2.215 0.19
O 2.173 1.241 3.051 -0.59
H -2.732 1.405 -2.326 0.23
H -3.931 1.117 -1.717 0.27
O -3.001 1.175 -1.480 -0.52
H -0.578 -2.507 2.218 0.43
H -1.426 -2.492 3.354 0.31
O -1.024 -3.139 2.775 -0.64
H -1.845 -4.417 -1.053 0.28
H -2.088 -3.947 0.289 0.36
O -2.434 -3.833 -0.549 -0.61
H -0.390 2.905 1.334 0.25
H -1.318 3.830 2.209 0.31
O -1.239 3.092 1.668 -0.61
H -1.882 -0.011 4.413 0.32
H -0.662 -0.650 5.093 0.23
O -1.119 -0.711 4.392 -0.54
H 0.795 4.768 -0.841 0.27
H -0.543 4.211 -0.588 0.31
O 0.401 4.086 -0.284 -0.52
H 0.685 -2.128 2.836 0.38
H 0.815 -0.585 2.903 0.08
O 0.610 -1.328 2.234 -0.55
H 3.675 -2.911 -1.708 0.34
H 3.517 -2.708 -0.100 0.31
O 3.487 -2.248 -0.951 -0.69
```

3.
Entry from OMol25: a molecular structure, C3H3AgFO2 in a non-equilibrium geometry (ωB97M-V with the def2-TZVPD basis set).

HOMO energy (alpha / beta): -9.2 / -9.8 eV
Kohn-Sham gap (alpha / beta): 0.2668 / 0.2895 hartree
Multiplicity: 2
Lowest unoccupied orbital energy (alpha / beta): -1.9141 / -1.9670 eV
Energy above the lowest of the compared OMol25 structures with the same formula, charge and spin: 186.9 kJ/mol
Calculated total energy: -513.2146 a.u.

```
10
Properties=species:S:1:pos:R:3:mulliken_charge:R:1
C -3.009 0.531 0.597 -0.49
C -1.999 -0.079 1.183 -0.38
H -4.003 0.066 0.568 0.27
H -2.903 1.513 0.124 0.31
H -1.900 -1.018 1.728 0.34
F 0.520 0.370 1.072 -0.37
C 1.330 0.055 -0.351 0.89
O 1.013 0.908 -1.198 -0.64
O 1.217 -1.153 -0.625 -0.64
Ag -0.857 -0.548 -1.715 0.70
```

What is the formula in the second record?
C3H39N2O14